ORCA calculation (ωB97M-V/def2-TZVPD) on a molecular structure, C14H34BeNO5S4 at a distorted geometry.

Its LUMO energy (alpha / beta) is -0.00132 / -0.04095 Ha. The value obtained for the total energy is -2591.90034 a.u. As for the spin multiplicity: 2. For the HOMO-LUMO gap (alpha / beta), the calculation gives 7.18 / 6.06 eV.

Positions of all 59 atoms, in Å:
Be1 -17.4409 -32.3014 -22.8708
C1 -17.0779 -28.6500 -20.6282
C2 -15.9877 -29.3264 -21.4741
O1 -16.5320 -29.9687 -22.6411
H1 -16.8615 -27.9736 -19.8013
H2 -17.7868 -29.3808 -20.2389
H3 -17.5587 -27.8831 -21.2355
H4 -15.2358 -29.9524 -20.9934
H5 -15.3144 -28.4997 -21.7007
C3 -11.9092 -28.0651 -21.3741
S1 -12.8538 -27.2023 -22.6291
O2 -12.8485 -25.7341 -22.2178
C4 -11.6464 -27.3203 -24.1212
H6 -11.8209 -29.1228 -21.6222
H7 -12.4377 -28.0684 -20.4208
H8 -10.9258 -27.6844 -21.0985
H9 -12.1266 -27.1176 -25.0784
H10 -11.0661 -28.2417 -24.0715
H11 -10.9024 -26.5390 -23.9659
C5 -16.9375 -31.6640 -17.8691
S2 -17.9264 -32.7519 -19.0195
O3 -17.7508 -32.2880 -20.4487
C6 -16.8411 -34.2767 -19.0017
H12 -16.9823 -32.0586 -16.8540
H13 -17.3371 -30.6500 -17.8828
H14 -15.9245 -31.6775 -18.2713
H15 -16.6362 -34.6424 -17.9955
H16 -15.9121 -33.9713 -19.4833
H17 -17.2547 -35.0592 -19.6377
C7 -14.6881 -27.2657 -26.5129
S3 -14.9902 -25.6728 -25.5550
O4 -15.8432 -24.7055 -26.4180
C8 -16.2020 -26.4120 -24.3451
H18 -13.9850 -27.2476 -27.3456
H19 -15.5789 -27.6740 -26.9903
H20 -14.2649 -27.9979 -25.8253
H21 -16.8630 -25.6812 -23.8791
H22 -15.8077 -26.7739 -23.3956
H23 -16.7663 -27.1481 -24.9177
C9 -13.3509 -32.0510 -20.1964
S4 -13.6582 -32.7540 -21.9678
O5 -15.1807 -33.0186 -22.1030
C10 -12.7764 -34.3643 -21.6692
H24 -13.0804 -32.8461 -19.5016
H25 -14.1351 -31.4867 -19.6916
H26 -12.5090 -31.3591 -20.2204
H27 -13.0910 -35.0495 -22.4563
H28 -12.8583 -34.7047 -20.6369
H29 -11.6986 -34.3084 -21.8222
N1 -21.0647 -27.1569 -22.3563
C11 -20.1101 -26.7098 -21.4828
C12 -20.5159 -26.8925 -20.1690
C13 -21.8142 -27.3678 -20.2753
C14 -22.1362 -27.6518 -21.5973
H30 -21.0735 -27.3064 -23.3551
H31 -19.1430 -26.3896 -21.8412
H32 -19.8906 -26.7967 -19.2936
H33 -22.3846 -27.7213 -19.4291
H34 -22.9865 -28.1088 -22.0816

Atomic partial charges in e from the Löwdin method, atoms 1 to 4: Be 0.677; C -0.103; C -0.439; O -0.394